C41H24Br2InN9O6S2 as an isolated structure at a distorted geometry. Source: the Open Molecules 2025 dataset; level of theory: ωB97M-V with the def2-TZVPD basis set.

Atoms and positions in Å:
In (0.27, 0.31, 0.07)
C (1.17, -0.96, -4.08)
C (1.22, 0.21, -4.82)
C (1.04, 1.43, -4.19)
C (0.79, 1.51, -2.82)
C (0.75, 0.33, -2.07)
C (0.96, -0.89, -2.71)
C (0.59, 2.85, -2.20)
C (0.22, 3.94, -3.03)
C (0.19, 5.20, -2.52)
C (0.48, 5.41, -1.15)
C (0.52, 6.68, -0.55)
C (0.72, 6.81, 0.80)
C (0.87, 5.66, 1.60)
C (0.88, 4.42, 1.03)
C (0.71, 4.25, -0.37)
N (0.81, 3.01, -0.91)
H (1.29, -1.92, -4.57)
H (1.42, 0.18, -5.89)
H (1.14, 2.34, -4.78)
H (0.94, -1.80, -2.12)
H (-0.07, 3.77, -4.05)
H (-0.10, 6.05, -3.13)
H (0.37, 7.56, -1.17)
H (0.76, 7.79, 1.26)
H (0.97, 5.76, 2.67)
H (0.99, 3.52, 1.63)
Br (3.10, -4.16, 0.12)
C (3.87, -2.42, 0.12)
C (5.25, -2.28, 0.09)
C (5.81, -1.03, 0.07)
Br (7.72, -0.89, 0.01)
C (5.01, 0.13, 0.08)
C (5.51, 1.45, 0.02)
C (4.64, 2.50, 0.02)
C (3.26, 2.25, 0.07)
N (2.76, 1.04, 0.12)
C (3.59, -0.02, 0.13)
C (2.97, -1.33, 0.15)
O (1.72, -1.49, 0.18)
H (5.87, -3.17, 0.07)
H (6.58, 1.61, -0.04)
H (5.00, 3.52, -0.05)
H (2.56, 3.07, 0.07)
O (0.82, -0.25, 2.40)
N (0.42, 0.54, 3.35)
C (1.07, 0.49, 4.54)
C (0.71, 1.28, 5.60)
C (-0.36, 2.16, 5.45)
C (-1.01, 2.21, 4.24)
C (-0.62, 1.40, 3.16)
S (-1.40, 1.45, 1.65)
H (1.87, -0.24, 4.58)
H (1.26, 1.21, 6.53)
H (-0.67, 2.80, 6.26)
H (-1.84, 2.88, 4.07)
O (-5.06, -8.19, 2.72)
S (-3.79, -8.47, 2.07)
O (-2.61, -8.11, 2.84)
O (-3.70, -9.77, 1.42)
C (-3.87, -7.27, 0.69)
N (-4.75, -7.60, -0.26)
C (-4.91, -6.72, -1.24)
C (-4.22, -5.52, -1.29)
C (-3.34, -5.26, -0.25)
N (-3.18, -6.14, 0.74)
C (-2.54, -4.01, -0.16)
C (-2.65, -2.99, -1.11)
C (-1.88, -1.85, -0.98)
N (-1.05, -1.67, 0.04)
C (-0.94, -2.63, 0.96)
C (-1.65, -3.81, 0.89)
H (-5.63, -6.98, -2.01)
H (-4.36, -4.84, -2.12)
H (-3.33, -3.06, -1.95)
H (-1.94, -1.05, -1.70)
H (-0.23, -2.43, 1.76)
H (-1.54, -4.58, 1.64)
O (-1.93, 1.20, -1.21)
N (-3.15, 0.94, -1.00)
C (-4.02, 1.94, -1.06)
C (-3.70, 3.30, -1.31)
N (-3.45, 4.41, -1.51)
C (-5.40, 1.63, -0.85)
N (-6.52, 1.43, -0.71)

- Total energy: -8655.6981 hartree
- ΔE to the lowest compared entry with this formula, charge and spin: 50.7 kJ/mol
- Net charge: -2
- Frontier orbital gap: 6.900 eV

Mulliken population analysis, charges in e, atoms 1 to 2: 1.709 -0.891